1.
Here is C9H21F2Hg2N2O11S2 as an isolated structure from the OMol25 dataset. Energies are from wB97M-V/def2-TZVPD.

Geometry (Å):
Hg: -26.53 -9.90 25.93
Hg: -24.58 -12.44 22.72
N: -24.13 -13.63 21.03
S: -23.97 -13.02 19.59
O: -24.92 -13.50 18.64
O: -22.66 -12.59 19.19
F: -24.56 -11.57 20.12
S: -23.72 -15.24 20.62
O: -22.69 -15.46 19.66
O: -24.85 -16.13 20.62
F: -23.01 -15.68 21.98
C: -24.57 -10.06 23.90
O: -24.98 -11.13 24.54
O: -23.86 -10.25 22.87
O: -25.13 -8.99 24.31
C: -25.14 -7.16 21.39
C: -24.21 -6.24 22.16
O: -23.55 -6.80 23.28
O: -24.38 -8.11 20.64
H: -25.76 -6.62 20.67
H: -25.93 -7.56 22.04
H: -24.83 -5.39 22.52
H: -23.45 -5.74 21.56
H: -23.99 -7.60 23.61
H: -24.08 -8.74 21.31
C: -25.00 -6.84 26.86
O: -26.16 -7.65 26.49
C: -27.26 -6.79 26.26
C: -28.51 -7.63 26.20
N: -28.46 -8.74 25.25
C: -29.61 -9.65 25.41
C: -30.90 -9.11 24.75
O: -30.51 -8.28 23.71
C: -31.50 -7.62 22.97
H: -25.09 -6.55 27.90
H: -24.94 -6.00 26.18
H: -24.12 -7.46 26.72
H: -27.14 -6.19 25.35
H: -27.45 -6.07 27.06
H: -29.36 -6.95 26.08
H: -28.69 -7.99 27.22
H: -28.53 -8.38 24.29
H: -29.68 -10.03 26.43
H: -29.36 -10.52 24.78
H: -31.45 -8.54 25.52
H: -31.61 -9.89 24.48
H: -31.06 -6.67 22.65
H: -32.36 -7.32 23.58
H: -31.83 -8.06 22.03

Its net charge is +1. As for the LUMO energy: -6.86 eV. As for the spin multiplicity: 1. The value obtained for the HOMO-LUMO gap is 4.95 eV. The max |F| is 7.0 eV/A.

2.
Here is a 2-piece molecular cluster, H2N3O2S overall from the OMol25 dataset. Energies are from wB97M-V/def2-TZVPD.

Geometry (Å):
N: 0.86 -0.68 -0.77
N: 0.44 -0.33 -1.97
N: -0.78 0.50 1.48
O: 0.06 0.85 2.33
O: 0.07 0.87 -2.03
S: -2.37 0.65 1.67
H: 0.61 -0.22 0.04
H: 1.12 -1.64 -0.75

Its net charge is -1. As for the LUMO energy: 4.13 eV. As for the spin multiplicity: 1. Its relative energy (zero: lowest compared OMol25 entry of this formula, charge and spin) is 1.195 eV. The value obtained for the HOMO-LUMO gap is 7.10 eV. The max |F| is 3.5 eV/A.

3.
Here is C41H68NO6PPt as an isolated structure from the OMol25 dataset. Energies are from wB97M-V/def2-TZVPD.

Geometry (Å):
Pt: -0.03 -1.25 0.67
C: -4.39 4.79 1.67
C: -3.57 4.48 0.40
C: -4.46 4.75 -0.82
C: -2.40 5.46 0.36
C: -3.13 3.02 0.41
C: -1.81 2.64 0.25
C: -1.39 1.30 0.28
N: -0.11 0.84 0.07
C: 1.13 1.40 0.20
C: 1.45 2.76 0.15
C: 2.75 3.23 0.25
C: 3.77 2.30 0.39
C: 3.53 0.93 0.45
C: 2.21 0.45 0.33
O: 1.97 -0.84 0.33
C: 4.70 -0.05 0.53
C: 4.81 -0.72 -0.85
C: 4.45 -1.11 1.61
C: 6.05 0.61 0.85
C: 3.10 4.72 0.17
C: 3.93 5.14 1.40
C: 3.91 4.99 -1.10
C: 1.86 5.61 0.13
C: -2.38 0.28 0.52
O: -2.06 -0.98 0.64
C: -3.73 0.67 0.66
C: -4.08 2.01 0.58
C: -4.77 -0.43 0.89
C: -6.20 0.11 0.98
C: -4.45 -1.14 2.21
C: -4.72 -1.43 -0.27
H: -4.69 5.84 1.67
H: -3.79 4.60 2.56
H: -5.28 4.18 1.72
H: -4.83 5.77 -0.82
H: -5.32 4.08 -0.83
H: -3.89 4.58 -1.74
H: -2.78 6.49 0.41
H: -1.83 5.36 -0.57
H: -1.73 5.30 1.20
H: -1.08 3.40 0.06
H: 0.66 3.47 0.01
H: 4.79 2.65 0.46
H: 3.87 -1.19 -1.07
H: 5.61 -1.47 -0.87
H: 5.03 0.04 -1.60
H: 3.50 -1.60 1.41
H: 4.42 -0.64 2.59
H: 5.25 -1.86 1.61
H: 6.39 1.26 0.05
H: 6.81 -0.17 0.99
H: 5.99 1.18 1.78
H: 4.85 4.57 1.46
H: 3.36 4.97 2.31
H: 4.18 6.20 1.34
H: 4.81 4.37 -1.12
H: 4.21 6.04 -1.16
H: 3.32 4.75 -1.98
H: 1.23 5.45 1.00
H: 1.27 5.41 -0.76
H: 2.15 6.66 0.11
H: -5.12 2.29 0.67
H: -6.31 0.80 1.81
H: -6.89 -0.72 1.14
H: -6.49 0.61 0.06
H: -4.47 -0.43 3.03
H: -3.45 -1.57 2.15
H: -5.17 -1.93 2.40
H: -4.97 -0.93 -1.20
H: -5.44 -2.24 -0.11
H: -3.73 -1.86 -0.34
C: -0.78 -3.78 3.10
C: 0.32 -2.77 3.45
C: 0.28 -2.46 4.95
C: 1.69 -3.40 3.11
C: 0.14 -1.49 2.67
H: -0.61 -4.73 3.60
H: -0.79 -3.93 2.02
H: -1.75 -3.40 3.40
H: 0.39 -3.38 5.53
H: -0.67 -2.00 5.22
H: 1.08 -1.77 5.23
H: 1.86 -4.32 3.68
H: 2.49 -2.70 3.33
H: 1.70 -3.63 2.05
H: 0.58 -0.61 3.16
C: -1.79 -3.28 -4.35
C: -1.65 -2.07 -3.43
C: -2.97 -1.29 -3.42
C: -0.52 -1.15 -3.92
O: -1.37 -2.44 -2.10
P: -0.72 -3.85 -1.61
O: -1.58 -5.02 -1.92
O: -0.26 -3.62 -0.21
O: 0.59 -3.86 -2.67
C: 1.82 -4.45 -2.33
C: 2.62 -4.56 -3.64
C: 1.61 -5.84 -1.72
C: 2.58 -3.54 -1.36
H: -2.08 -2.96 -5.35
H: -2.53 -3.95 -3.94
H: -0.85 -3.81 -4.38
H: -3.17 -0.90 -4.42
H: -2.92 -0.47 -2.72
H: -3.78 -1.95 -3.12
H: -0.71 -0.79 -4.92
H: 0.42 -1.71 -3.90
H: -0.42 -0.31 -3.24
H: 2.10 -5.20 -4.35
H: 3.61 -4.96 -3.44
H: 2.73 -3.57 -4.09
H: 1.15 -6.50 -2.45
H: 0.93 -5.74 -0.88
H: 2.56 -6.25 -1.39
H: 2.66 -2.56 -1.82
H: 3.57 -3.94 -1.15
H: 2.01 -3.43 -0.44

Its net charge is -2. The expectation value of S² is 2.01. As for the LUMO energy (spin up / spin down): 4.13 / 4.13 eV. As for the spin multiplicity: 3. Its relative energy (zero: lowest compared OMol25 entry of this formula, charge and spin) is 1.436 eV. The value obtained for the HOMO-LUMO gap (spin up / spin down) is 5.05 / 5.27 eV. The max |F| is 2.1 eV/A.